{
  "formula": "C87H206N14O17",
  "method": "wB97M-V/def2-TZVPD",
  "total_energy_ev": -149210.8210,
  "lumo_ev": 0.39,
  "fmax_ha_per_bohr": 0.0674,
  "homo_lumo_gap_ev": 8.2,
  "symbols": ["C", "O", "C", "C", "N", "C", "C", "O", "C", "H", "H", "H", "H", "H", "H", "H", "H", "H", "H", "H", "H", "H", "H", "H", "C", "O", "C", "C", "N", "C", "C", "O", "C", "H", "H", "H", "H", "H", "H", "H", "H", "H", "H", "H", "H", "H", "H", "H", "C", "O", "C", "C", "N", "C", "C", "O", "C", "H", "H", "H", "H", "H", "H", "H", "H", "H", "H", "H", "H", "H", "H", "H", "C", "C", "C", "O", "C", "N", "H", "H", "H", "H", "H", "H", "H", "H", "H", "H", "H", "C", "C", "C", "O", "C", "N", "H", "H", "H", "H", "H", "H", "H", "H", "H", "H", "H", "C", "C", "C", "O", "C", "N", "H", "H", "H", "H", "H", "H", "H", "H", "H", "H", "H", "C", "C", "C", "O", "C", "N", "H", "H", "H", "H", "H", "H", "H", "H", "H", "H", "H", "C", "C", "C", "O", "C", "N", "H", "H", "H", "H", "H", "H", "H", "H", "H", "H", "H", "C", "C", "C", "O", "C", "N", "H", "H", "H", "H", "H", "H", "H", "H", "H", "H", "H", "C", "C", "C", "C", "C", "C", "N", "O", "C", "C", "C", "H", "H", "H", "H", "H", "H", "H", "H", "H", "H", "H", "H", "H", "H", "H", "H", "H", "H", "H", "C", "C", "C", "C", "C", "C", "N", "O", "C", "C", "C", "H", "H", "H", "H", "H", "H", "H", "H", "H", "H", "H", "H", "H", "H", "H", "H", "H", "H", "H", "C", "C", "C", "C", "C", "C", "N", "O", "C", "C", "C", "H", "H", "H", "H", "H", "H", "H", "H", "H", "H", "H", "H", "H", "H", "H", "H", "H", "H", "H", "C", "C", "C", "C", "C", "C", "N", "O", "C", "C", "C", "H", "H", "H", "H", "H", "H", "H", "H", "H", "H", "H", "H", "H", "H", "H", "H", "H", "H", "H", "C", "C", "C", "C", "C", "C", "N", "O", "C", "C", "C", "H", "H", "H", "H", "H", "H", "H", "H", "H", "H", "H", "H", "H", "H", "H", "H", "H", "H", "H"],
  "xyz": [[-23.086, 7.388, 31.291], [-24.286, 6.656, 31.369], [-25.353, 7.219, 30.609], [-25.188, 7.011, 29.039], [-24.382, 8.161, 28.506], [-23.951, 7.992, 27.095], [-22.963, 6.864, 26.803], [-21.990, 6.784, 27.808], [-21.141, 5.611, 27.711], [-22.693, 7.247, 30.284], [-22.283, 7.061, 31.952], [-23.188, 8.467, 31.411], [-25.550, 8.278, 30.780], [-26.255, 6.646, 30.825], [-26.210, 7.027, 28.662], [-24.728, 6.025, 28.971], [-23.500, 8.230, 28.994], [-23.414, 8.903, 26.830], [-24.808, 8.012, 26.422], [-22.537, 7.158, 25.843], [-23.478, 5.906, 26.872], [-20.669, 5.533, 26.732], [-21.747, 4.739, 27.955], [-20.320, 5.750, 28.414], [-7.401, 2.869, 26.398], [-8.739, 3.003, 26.997], [-9.533, 1.882, 27.010], [-11.017, 2.355, 27.267], [-11.378, 3.231, 26.165], [-12.731, 3.773, 26.339], [-13.812, 2.759, 26.330], [-13.906, 2.309, 27.692], [-15.084, 1.535, 27.878], [-6.906, 3.840, 26.376], [-7.451, 2.501, 25.374], [-6.846, 2.156, 27.009], [-9.098, 1.170, 27.712], [-9.441, 1.490, 25.997], [-11.113, 2.844, 28.236], [-11.696, 1.508, 27.362], [-10.572, 3.837, 26.233], [-12.832, 4.575, 25.607], [-12.687, 4.305, 27.289], [-13.625, 1.990, 25.580], [-14.645, 3.413, 26.075], [-16.004, 2.062, 27.624], [-15.179, 1.285, 28.934], [-15.004, 0.538, 27.446], [-28.423, 9.093, 23.017], [-27.526, 9.777, 23.888], [-26.171, 9.245, 23.870], [-25.186, 10.192, 24.618], [-23.765, 9.983, 24.358], [-22.876, 10.892, 25.062], [-21.384, 10.538, 24.729], [-21.047, 10.486, 23.313], [-19.733, 10.057, 23.053], [-28.865, 8.240, 23.532], [-28.083, 8.664, 22.074], [-29.177, 9.804, 22.677], [-25.842, 9.076, 22.844], [-26.130, 8.223, 24.247], [-25.437, 10.164, 25.678], [-25.351, 11.206, 24.254], [-23.627, 10.053, 23.360], [-22.978, 10.942, 26.146], [-22.998, 11.881, 24.620], [-21.258, 9.551, 25.174], [-20.709, 11.150, 25.329], [-19.724, 9.048, 23.466], [-18.854, 10.621, 23.366], [-19.575, 9.940, 21.981], [-13.276, 12.944, 25.852], [-13.557, 14.369, 25.292], [-14.225, 14.344, 23.899], [-14.555, 15.639, 23.431], [-14.941, 15.809, 22.079], [-14.421, 15.046, 26.296], [-14.179, 12.338, 25.789], [-13.073, 12.968, 26.922], [-12.434, 12.490, 25.329], [-12.646, 14.966, 25.272], [-15.149, 13.770, 23.839], [-13.485, 13.967, 23.193], [-15.133, 16.823, 21.730], [-15.822, 15.202, 21.868], [-14.217, 15.507, 21.323], [-14.816, 15.832, 25.799], [-15.260, 14.521, 26.501], [-16.407, 6.598, 35.453], [-15.924, 7.758, 34.561], [-16.607, 7.851, 33.166], [-15.792, 8.595, 32.289], [-14.930, 7.752, 31.465], [-16.061, 9.011, 35.225], [-17.485, 6.664, 35.594], [-16.011, 6.592, 36.469], [-16.206, 5.618, 35.020], [-14.858, 7.657, 34.357], [-17.537, 8.398, 33.323], [-16.823, 6.879, 32.723], [-14.149, 7.155, 31.936], [-14.435, 8.315, 30.674], [-15.450, 6.967, 30.916], [-16.969, 9.438, 35.113], [-15.558, 9.642, 34.618], [-16.364, 10.998, 29.249], [-16.012, 12.436, 28.821], [-16.988, 13.040, 27.773], [-16.829, 12.454, 26.494], [-17.475, 13.126, 25.503], [-15.871, 13.339, 30.013], [-16.344, 10.385, 28.348], [-17.354, 10.957, 29.705], [-15.588, 10.712, 29.959], [-14.992, 12.373, 28.441], [-16.821, 14.116, 27.804], [-18.012, 12.925, 28.129], [-17.196, 12.629, 24.574], [-17.059, 14.131, 25.566], [-18.564, 13.075, 25.536], [-15.155, 13.029, 30.654], [-16.689, 13.333, 30.604], [-20.854, 6.326, 23.036], [-21.982, 6.105, 22.035], [-23.429, 5.942, 22.698], [-24.349, 5.516, 21.680], [-25.710, 5.621, 22.137], [-21.968, 7.129, 20.978], [-19.858, 6.068, 22.675], [-21.001, 5.805, 23.982], [-20.957, 7.337, 23.429], [-21.706, 5.168, 21.552], [-23.728, 6.933, 23.039], [-23.514, 5.143, 23.435], [-26.436, 5.530, 21.329], [-26.029, 6.588, 22.526], [-25.868, 4.906, 22.945], [-21.043, 7.206, 20.580], [-22.466, 6.661, 20.234], [-16.899, 7.392, 20.978], [-16.525, 5.845, 20.897], [-15.392, 5.448, 21.835], [-14.928, 4.137, 21.429], [-13.851, 3.646, 22.283], [-17.764, 5.145, 21.151], [-16.053, 8.049, 20.774], [-17.067, 7.707, 22.008], [-17.824, 7.769, 20.541], [-16.140, 5.654, 19.895], [-15.789, 5.502, 22.849], [-14.591, 6.186, 21.879], [-12.919, 4.210, 22.242], [-13.713, 2.625, 21.927], [-14.127, 3.553, 23.334], [-17.519, 4.169, 21.234], [-18.438, 5.319, 20.420], [-15.391, 11.239, 21.857], [-14.094, 11.810, 21.150], [-12.867, 10.923, 21.560], [-12.393, 11.120, 22.907], [-11.398, 10.193, 23.349], [-14.329, 11.662, 19.738], [-16.297, 11.794, 21.614], [-15.274, 11.284, 22.939], [-15.582, 10.204, 21.573], [-13.952, 12.854, 21.431], [-12.096, 11.008, 20.794], [-13.143, 9.869, 21.530], [-11.085, 10.378, 24.377], [-10.435, 10.386, 22.875], [-11.642, 9.150, 23.150], [-15.158, 12.216, 19.572], [-13.562, 12.003, 19.176], [-13.985, 1.701, 31.615], [-14.285, 3.130, 32.088], [-14.019, 3.308, 33.627], [-12.572, 3.657, 34.026], [-11.942, 4.720, 33.034], [-12.105, 4.397, 31.515], [-13.585, 4.179, 31.334], [-13.964, 4.261, 29.939], [-11.599, 5.682, 30.760], [-11.210, 3.204, 31.139], [-15.761, 3.449, 31.894], [-13.216, 1.243, 32.237], [-13.447, 1.725, 30.667], [-14.818, 1.003, 31.529], [-14.585, 4.129, 34.066], [-14.362, 2.457, 34.216], [-11.993, 2.733, 34.012], [-12.614, 3.994, 35.062], [-10.867, 4.807, 33.192], [-12.378, 5.699, 33.234], [-12.230, 6.552, 30.941], [-10.613, 5.951, 31.138], [-11.582, 5.665, 29.670], [-11.212, 2.395, 31.869], [-11.367, 2.752, 30.159], [-10.170, 3.481, 30.965], [-15.962, 4.491, 32.143], [-16.406, 2.855, 32.542], [-16.066, 3.207, 30.876], [-13.670, 3.383, 29.686], [-10.463, 6.848, 26.807], [-9.235, 7.541, 27.323], [-8.456, 8.076, 26.080], [-7.362, 9.134, 26.351], [-7.924, 10.283, 27.191], [-8.815, 9.888, 28.399], [-9.688, 8.744, 28.123], [-10.553, 8.413, 29.178], [-7.944, 9.624, 29.649], [-9.800, 11.065, 28.733], [-8.291, 6.617, 28.162], [-10.132, 6.208, 25.990], [-11.262, 7.544, 26.552], [-10.917, 6.172, 27.532], [-7.872, 7.275, 25.627], [-9.143, 8.573, 25.396], [-6.996, 9.428, 25.368], [-6.461, 8.692, 26.777], [-8.349, 11.053, 26.547], [-7.049, 10.786, 27.604], [-7.502, 10.536, 30.050], [-8.299, 8.991, 30.462], [-7.119, 8.960, 29.391], [-9.288, 12.019, 28.855], [-10.430, 11.158, 27.848], [-10.303, 10.869, 29.680], [-7.387, 7.051, 28.588], [-7.949, 5.783, 27.549], [-8.834, 6.153, 28.986], [-9.949, 7.923, 29.741], [-17.920, 7.086, 25.433], [-17.485, 8.099, 26.569], [-17.168, 7.361, 27.849], [-15.914, 6.470, 27.755], [-14.647, 7.293, 27.270], [-14.904, 8.216, 26.077], [-16.224, 8.873, 26.173], [-16.477, 9.737, 25.143], [-13.839, 9.364, 26.037], [-14.839, 7.302, 24.786], [-18.643, 9.090, 26.825], [-18.028, 7.621, 24.490], [-17.111, 6.359, 25.350], [-18.836, 6.518, 25.593], [-17.098, 8.030, 28.707], [-17.946, 6.598, 27.871], [-15.629, 6.010, 28.701], [-16.103, 5.605, 27.119], [-13.933, 6.515, 26.997], [-14.181, 7.834, 28.093], [-13.653, 9.900, 25.107], [-12.900, 8.971, 26.427], [-14.149, 10.164, 26.709], [-13.842, 7.437, 24.364], [-15.606, 7.405, 24.018], [-14.977, 6.255, 25.055], [-18.397, 10.008, 27.358], [-18.986, 9.402, 25.839], [-19.443, 8.652, 27.422], [-16.558, 10.586, 25.585], [-19.017, 0.190, 21.051], [-18.854, 1.742, 20.999], [-20.153, 2.465, 21.235], [-20.739, 2.313, 22.580], [-19.795, 2.829, 23.701], [-18.306, 2.298, 23.525], [-17.939, 2.263, 22.067], [-16.615, 1.960, 21.901], [-17.430, 3.337, 24.169], [-18.220, 0.992, 24.338], [-18.395, 2.255, 19.619], [-19.376, -0.169, 20.087], [-19.743, -0.194, 21.767], [-18.051, -0.231, 21.333], [-20.177, 3.534, 21.023], [-20.891, 2.033, 20.559], [-20.914, 1.262, 22.808], [-21.735, 2.747, 22.664], [-20.209, 2.435, 24.630], [-19.929, 3.907, 23.791], [-17.402, 4.289, 23.638], [-17.775, 3.395, 25.201], [-16.388, 3.025, 24.245], [-18.257, 1.170, 25.413], [-19.088, 0.391, 24.066], [-17.277, 0.541, 24.030], [-17.350, 1.954, 19.543], [-18.505, 3.334, 19.510], [-18.795, 1.795, 18.716], [-16.232, 2.839, 21.939], [-24.638, 13.425, 30.459], [-24.412, 12.870, 29.017], [-23.678, 14.020, 28.303], [-22.202, 14.090, 28.542], [-21.548, 12.698, 28.587], [-22.219, 11.554, 29.360], [-23.705, 11.572, 29.133], [-24.341, 10.559, 29.918], [-21.662, 10.296, 28.753], [-21.742, 11.714, 30.849], [-25.721, 12.743, 28.274], [-24.958, 12.552, 31.028], [-25.377, 14.225, 30.413], [-23.700, 13.771, 30.894], [-23.836, 13.975, 27.225], [-24.212, 14.916, 28.617], [-22.119, 14.541, 29.531], [-21.707, 14.825, 27.906], [-20.609, 12.916, 29.098], [-21.357, 12.381, 27.562], [-21.922, 10.234, 27.696], [-20.579, 10.352, 28.643], [-22.036, 9.435, 29.307], [-21.333, 12.685, 31.127], [-22.577, 11.484, 31.511], [-20.975, 10.994, 31.134], [-26.251, 13.688, 28.159], [-26.450, 12.117, 28.788], [-25.479, 12.301, 27.307], [-24.619, 9.863, 29.318]],
  "lowdin_charge": [-0.107, -0.168, -0.186, -0.138, -0.055, -0.170, -0.220, -0.215, -0.058, 0.059, 0.094, 0.083, 0.112, 0.114, 0.114, 0.114, 0.035, 0.077, 0.109, 0.113, 0.116, 0.065, 0.089, 0.082, -0.047, -0.238, -0.226, -0.185, -0.044, -0.217, -0.203, -0.215, -0.090, 0.075, 0.084, 0.084, 0.118, 0.115, 0.088, 0.113, 0.077, 0.111, 0.105, 0.139, 0.107, 0.090, 0.067, 0.092, -0.121, -0.178, -0.196, -0.196, -0.065, -0.197, -0.186, -0.176, -0.118, 0.082, 0.077, 0.085, 0.108, 0.099, 0.106, 0.116, 0.113, 0.087, 0.115, 0.095, 0.102, 0.053, 0.077, 0.087, -0.047, -0.359, -0.190, -0.193, -0.111, 0.055, 0.054, 0.072, 0.065, 0.135, 0.110, 0.110, 0.085, 0.081, 0.075, 0.059, 0.019, -0.053, -0.442, -0.199, -0.182, -0.075, 0.030, 0.073, 0.073, 0.052, 0.131, 0.122, 0.109, 0.060, 0.078, 0.070, 0.070, 0.069, -0.054, -0.378, -0.180, -0.217, -0.123, 0.034, 0.048, 0.079, 0.072, 0.120, 0.113, 0.118, 0.084, 0.086, 0.094, 0.062, 0.059, -0.069, -0.397, -0.152, -0.201, -0.098, 0.054, 0.062, 0.053, 0.059, 0.105, 0.110, 0.119, 0.087, 0.051, 0.086, 0.059, 0.064, -0.040, -0.387, -0.186, -0.199, -0.059, 0.065, 0.057, 0.049, 0.067, 0.132, 0.093, 0.125, 0.092, 0.095, 0.065, 0.032, 0.074, -0.041, -0.401, -0.167, -0.206, -0.116, 0.026, 0.068, 0.057, 0.057, 0.100, 0.116, 0.113, 0.073, 0.079, 0.085, 0.071, 0.071, -0.019, -0.493, -0.127, -0.152, -0.111, -0.448, -0.086, -0.016, -0.026, -0.029, -0.040, 0.077, 0.061, 0.087, 0.091, 0.120, 0.092, 0.105, 0.111, 0.106, 0.067, 0.079, 0.061, 0.075, 0.052, 0.086, 0.073, 0.088, 0.076, 0.041, -0.030, -0.458, -0.125, -0.180, -0.122, -0.481, -0.128, -0.009, -0.038, -0.026, -0.001, 0.088, 0.075, 0.063, 0.115, 0.112, 0.107, 0.103, 0.114, 0.112, 0.087, 0.076, 0.060, 0.079, 0.076, 0.078, 0.069, 0.066, 0.071, 0.059, -0.004, -0.436, -0.129, -0.138, -0.105, -0.435, -0.120, -0.018, -0.007, -0.020, -0.016, 0.066, 0.048, 0.067, 0.118, 0.106, 0.083, 0.091, 0.091, 0.109, 0.063, 0.064, 0.070, 0.077, 0.052, 0.053, 0.067, 0.054, 0.079, 0.062, -0.003, -0.464, -0.183, -0.188, -0.097, -0.461, -0.137, -0.017, -0.049, -0.022, -0.027, 0.079, 0.066, 0.083, 0.102, 0.132, 0.097, 0.109, 0.110, 0.080, 0.066, 0.088, 0.068, 0.080, 0.073, 0.084, 0.084, 0.063, 0.085, 0.044, -0.024, -0.503, -0.165, -0.173, -0.132, -0.465, -0.061, -0.043, -0.033, -0.016, -0.040, 0.075, 0.083, 0.071, 0.112, 0.119, 0.099, 0.115, 0.105, 0.102, 0.056, 0.080, 0.074, 0.074, 0.071, 0.076, 0.088, 0.084, 0.075, 0.038]
}